No. 1
{"formula": "O5S2", "method": "ωB97M-V/def2-TZVPD", "lumo_energy_ha": 0.2402, "charge": -2, "homo_lumo_gap_ev": 5.44, "elements": ["O", "O", "O", "O", "O", "S", "S"], "xyz": [[-1.68076, 0.96902, 0.96672], [1.74361, -1.20941, 0.37129], [-1.93276, -1.34268, 0.06713], [2.49327, 0.93787, -0.42563], [-0.28768, 0.32404, -0.92554], [-1.69085, 0.10321, -0.28231], [1.35517, 0.21795, 0.22834]], "mulliken_charge": [-0.63, -0.55, -0.57, -0.60, -0.42, 0.18, 0.58]}



No. 2
{"formula": "C30H24AsBr4F9N4O6SSbTa", "method": "ωB97M-V/def2-TZVPD", "s_squared": 0.767, "lumo_energy_ha": [-0.1705, -0.2352], "spin_multiplicity": 2, "charge": 1, "homo_lumo_gap_ev": [6.90, 5.14], "elements": ["Ta", "O", "S", "O", "O", "O", "Br", "C", "C", "Br", "C", "Br", "C", "O", "C", "O", "C", "Br", "C", "N", "C", "N", "C", "N", "C", "N", "C", "C", "H", "H", "H", "H", "H", "H", "H", "H", "H", "H", "H", "H", "F", "C", "C", "C", "C", "C", "C", "Sb", "C", "C", "C", "C", "F", "C", "C", "C", "C", "C", "C", "F", "C", "C", "H", "H", "H", "H", "H", "H", "H", "H", "H", "H", "H", "H", "F", "As", "F", "F", "F", "F", "F"], "xyz": [[0.67732, 1.70591, 0.88966], [1.83657, 3.04856, 2.08582], [0.77506, 2.88306, 3.16537], [1.09199, 3.23704, 4.48402], [0.53145, 1.33021, 2.89368], [-0.40644, 3.40934, 2.45864], [-3.69121, 6.88374, -0.32110], [-2.99443, 5.19248, -0.00642], [-3.82831, 4.16408, 0.57605], [-5.58608, 4.56164, 1.00758], [-3.34232, 2.89070, 0.82262], [-4.38736, 1.52022, 1.55327], [-2.01847, 2.59221, 0.51082], [-1.37853, 1.47597, 0.72197], [-1.18876, 3.64340, -0.04789], [0.02822, 3.28248, -0.26084], [-1.68434, 4.92798, -0.32122], [-0.50476, 6.15837, -1.07251], [0.43008, -0.26521, -2.40896], [0.27699, -0.42028, -3.84188], [1.28727, 0.39190, -4.52340], [1.15924, 1.80488, -4.16439], [1.34366, 1.94002, -2.73302], [0.32488, 1.15542, -1.95097], [-1.02045, 1.62187, -2.41683], [-1.21427, 1.47585, -3.84609], [-1.04788, 0.06893, -4.21587], [-0.17949, 2.26027, -4.52845], [1.40107, -0.65122, -2.10635], [-0.35980, -0.82777, -1.92289], [1.16622, 0.28339, -5.60130], [2.28146, 0.03830, -4.24476], [1.25689, 2.98867, -2.45078], [2.33140, 1.57470, -2.47711], [-1.12755, 2.67855, -2.19527], [-1.78268, 1.04601, -1.88582], [-1.18353, -0.03441, -5.29247], [-1.80774, -0.52970, -3.70831], [-0.28907, 3.31231, -4.25675], [-0.31296, 2.16138, -5.60580], [4.48573, -5.32968, 3.02181], [3.59559, -4.41475, 2.62805], [4.02514, -3.35910, 1.84910], [3.09473, -2.41181, 1.45020], [1.76393, -2.51779, 1.83905], [1.35561, -3.61427, 2.60084], [2.27372, -4.56820, 3.00483], [0.25491, -1.22353, 1.15759], [-0.58232, -2.48115, -0.30881], [0.29526, -3.33116, -0.98156], [-0.17094, -4.20482, -1.94872], [-1.52631, -4.22067, -2.22364], [-1.98544, -5.06387, -3.15230], [-2.42346, -3.39740, -1.57053], [-1.94054, -2.52264, -0.60848], [-1.03968, -1.28584, 2.81657], [-0.45890, -1.21220, 4.08428], [-1.24570, -1.18083, 5.22238], [-2.61975, -1.21866, 5.07296], [-3.38943, -1.19430, 6.16624], [-3.22729, -1.27122, 3.83483], [-2.42468, -1.28995, 2.70464], [5.06605, -3.28777, 1.56562], [3.42215, -1.60467, 0.82499], [0.31771, -3.74475, 2.88403], [1.97896, -5.42251, 3.59818], [1.35623, -3.32489, -0.75864], [0.49353, -4.86939, -2.48305], [-3.47521, -3.44886, -1.81609], [-2.64594, -1.86740, -0.11900], [0.61733, -1.17234, 4.19943], [-0.81346, -1.12463, 6.21166], [-4.30667, -1.29270, 3.77036], [-2.90717, -1.30113, 1.73926], [2.91771, 0.07376, -0.71461], [3.88774, 1.25507, 0.13527], [5.00743, 0.08425, 0.58333], [4.56992, 1.71441, -1.33480], [4.48399, 2.52728, 1.03941], [2.33559, 2.32511, -0.22601], [2.72061, 0.81376, 1.47925]], "mulliken_charge": [1.60, -0.53, 0.87, -0.58, -0.56, -0.46, -0.08, 0.51, 0.37, -0.07, -0.41, -0.04, 0.22, 1.24, -0.49, -0.07, -0.03, -0.07, -1.14, 0.24, -0.76, 0.15, -1.03, 1.93, -0.97, 0.16, -0.74, -0.69, 0.15, 0.27, 0.34, 0.34, 0.13, 0.39, 0.19, 0.24, 0.36, 0.33, 0.33, 0.37, -0.32, 0.21, -0.73, -0.11, 0.00, -0.58, -0.83, 1.07, 0.00, -0.39, -0.79, 0.32, -0.33, -0.96, -0.09, 0.94, -0.69, -0.68, 0.18, -0.33, -0.84, -0.63, 0.52, 0.38, 0.49, 0.47, 0.44, 0.50, 0.49, 0.33, 0.51, 0.48, 0.55, 0.40, -0.32, 2.01, -0.44, -0.42, -0.40, -0.74, -0.65]}



Number 1: calculated total energy -1172.553451 hartree. Number 2: calculated total energy -15954.077554 hartree.